Formula: C4H4
Source: the Open Molecules 2025 dataset
Level of theory: the ωB97M-V functional and the def2-TZVPD basis

Structure (ORCA input):
```
! RIJCOSX wB97M-V def2-TZVPD def2/J DEFGRID3
* xyz 0 1
C 1.38820 -0.00035 0.08718
C 0.06476 -0.11229 -0.02604
C -1.17875 -0.73706 0.15838
C -1.13670 0.80445 -0.08053
H 1.77965 0.91760 0.07756
H 1.99135 -0.86344 0.31483
H -1.49092 -1.73179 0.18925
H -1.76724 1.66168 -0.29209
*
```

**Highest occupied orbital energy**: -7.75 eV
**M**: 52.076 u
**Maximum force**: 8.54 eV/A
**Energy above the lowest of the compared OMol25 structures with the same formula, charge and spin**: 2.616 eV
**Orbital gap**: 7.93 eV